1.
Entry from the OMol25 dataset: a cluster of 2 separate species, C4H9NO3 in total in a non-equilibrium geometry (wB97M-V/def2-TZVPD).

Computed properties:
- ΔE to the lowest compared entry with this formula, charge and spin (kJ/mol) = 331.0
- E_HOMO (eV) = -8.70
- molar mass (Da) = 119.12

Each atom is followed by the atoms it is bonded to, with distances in Å.
Positions of all 17 atoms, in Å:
1 C -0.61455 -0.62338 1.89804  N2 1.458, H6 1.093, H7 1.094, H8 1.095
2 N -0.89729 0.70265 1.36224  C1 1.458, O3 1.444, H5 1.046
3 O -2.22593 0.63181 0.80088  N2 1.444, H4 0.977
4 H -2.56097 1.54993 0.80207  O3 0.977
5 H -0.21386 1.05090 0.65180  N2 1.046
6 H -1.19114 -0.80267 2.80908  C1 1.093
7 H 0.45132 -0.71287 2.12564  C1 1.094
8 H -0.87195 -1.40811 1.17896  C1 1.095
9 C -0.11596 -0.03353 -1.55676  C10 1.514, O12 1.346, O13 1.218
10 C 1.16258 0.69244 -1.19631  C9 1.514, C11 1.340, H15 1.086
11 C 2.27518 0.08534 -0.76231  C10 1.340, H16 1.087, H17 1.086
12 O 0.01881 -1.37267 -1.52567  C9 1.346, H14 0.979
13 O -1.05008 0.51340 -2.11616  C9 1.218
14 H -0.80541 -1.69970 -1.93966  O12 0.979
15 H 1.14931 1.75935 -1.39625  C10 1.086
16 H 2.32481 -0.99068 -0.61789  C11 1.087
17 H 3.16512 0.65777 -0.51770  C11 1.086

***

2.
Entry from the OMol25 dataset: a cluster of 3 separate species, C4H9NO3S in total in a non-equilibrium geometry (wB97M-V/def2-TZVPD).

Computed properties:
- ΔE to the lowest compared entry with this formula, charge and spin (kJ/mol) = 196.7
- E_HOMO (eV) = -9.63
- molar mass (Da) = 151.19

Each atom is followed by the atoms it is bonded to, with distances in Å.
Positions of all 18 atoms, in Å:
1 C 1.38635 0.02361 0.62884  C3 1.479, O7 1.203, H10 1.107
2 C -1.68912 0.37565 -0.80977  C4 1.523, O8 1.224, H11 1.085
3 C 2.64743 0.74012 0.34126  C1 1.479, H12 1.110, H13 1.080, H14 1.083
4 C -1.93193 -0.83441 -1.70255  C2 1.523, H15 1.107, H16 1.145, H17 1.099
5 N -2.14858 3.70715 0.44094  S9 1.539, H18 1.017
6 O 0.13213 2.72340 0.39754  S9 1.458
7 O 0.89534 -0.77664 -0.12352  C1 1.203
8 O -1.80697 0.33006 0.40734  C2 1.224
9 S -1.12879 2.78131 1.12728  N5 1.539, O6 1.458
10 H 0.75966 0.18558 1.52697  C1 1.107
11 H -1.39814 1.25823 -1.36957  C2 1.085
12 H 2.37012 1.78386 0.08674  C3 1.110
13 H 3.05718 0.38499 -0.59219  C3 1.080
14 H 3.13283 0.68547 1.30774  C3 1.083
15 H -0.95265 -1.02472 -2.18207  C4 1.107
16 H -2.79151 -0.63254 -2.43175  C4 1.145
17 H -1.97685 -1.71147 -1.04101  C4 1.099
18 H -1.81621 4.44378 -0.17642  N5 1.017

***

3.
Entry from the OMol25 dataset: the molecule C4H9NO4 in a non-equilibrium geometry (wB97M-V/def2-TZVPD).

Computed properties:
- ΔE to the lowest compared entry with this formula, charge and spin (kJ/mol) = 239.4
- E_HOMO (eV) = -9.36
- molar mass (Da) = 135.12

Each atom is followed by the atoms it is bonded to, with distances in Å.
Positions of all 18 atoms, in Å:
1 C -2.04140 0.47001 -0.12656  C4 1.577, O6 1.205, O7 1.333
2 C 1.69392 -0.74386 0.13658  N5 1.537, H10 1.077, H11 1.061, H12 1.102
3 C 0.92787 1.50501 -0.43109  N5 1.447, H13 1.086, H14 1.057, H15 1.127
4 C -0.75566 -0.29638 0.36970  C1 1.577, N5 1.475, O8 1.373, O9 1.374
5 N 0.50001 0.13199 -0.27402  C2 1.537, C3 1.447, C4 1.475
6 O -2.63933 1.30725 0.50003  C1 1.205
7 O -2.23491 0.14868 -1.40589  C1 1.333, H16 1.042
8 O -0.53992 -0.35018 1.72424  C4 1.373, H17 0.970
9 O -0.96072 -1.60024 -0.01119  C4 1.374, H18 1.059
10 H 2.51318 -0.23592 -0.34269  C2 1.077
11 H 1.82552 -0.86950 1.18216  C2 1.061
12 H 1.58273 -1.75301 -0.29122  C2 1.102
13 H 1.19533 1.91316 0.53855  C3 1.086
14 H 1.72833 1.38303 -1.11063  C3 1.057
15 H 0.08356 2.11091 -0.86736  C3 1.127
16 H -1.32351 -0.30485 -1.62997  O7 1.042
17 H -1.40093 -0.53402 2.13107  O8 0.970
18 H -0.15407 -2.28209 -0.09172  O9 1.059

***

4.
Entry from the OMol25 dataset: the molecule C4H9NO4 in a non-equilibrium geometry (wB97M-V/def2-TZVPD).

Computed properties:
- ΔE to the lowest compared entry with this formula, charge and spin (kJ/mol) = 223.7
- E_HOMO (eV) = -9.27
- molar mass (Da) = 135.12

Each atom is followed by the atoms it is bonded to, with distances in Å.
Positions of all 18 atoms, in Å:
1 C 0.76980 1.26267 0.49359  C4 1.598, O6 1.210, O7 1.325
2 C 0.96328 -0.10029 -1.62742  C4 1.554, H10 1.082, H11 1.128, H12 1.088
3 C -1.21801 -0.54256 -0.00568  C4 1.761, N5 1.435, O8 1.364, H13 1.128
4 C 0.49843 -0.17578 -0.14666  C1 1.598, C2 1.554, C3 1.761, O9 1.457
5 N -1.60430 -0.39836 1.36894  C3 1.435, H14 0.996, H15 1.059
6 O 0.20708 2.26459 0.11563  C1 1.210
7 O 1.59087 1.30792 1.53203  C1 1.325, H16 1.020
8 O -1.82908 0.30540 -0.88278  C3 1.364, H17 0.971
9 O 1.31233 -1.01645 0.72067  C4 1.457, H18 0.977
10 H 0.17855 0.53614 -2.01496  C2 1.082
11 H 1.98012 0.29990 -1.34639  C2 1.128
12 H 0.88531 -1.11146 -2.02052  C2 1.088
13 H -1.17339 -1.63554 -0.27912  C3 1.128
14 H -2.13420 -1.23024 1.51065  N5 0.996
15 H -2.28858 0.38917 1.55239  N5 1.059
16 H 2.12191 0.44710 1.66738  O7 1.020
17 H -1.69762 1.26737 -0.89940  O8 0.971
18 H 1.43750 -1.86958 0.26165  O9 0.977

***

5.
Entry from the OMol25 dataset: a cluster of 2 separate species, C4H9NO4 in total in a non-equilibrium geometry (wB97M-V/def2-TZVPD).

Computed properties:
- ΔE to the lowest compared entry with this formula, charge and spin (kJ/mol) = 739.8
- E_HOMO (eV) = -8.62
- molar mass (Da) = 135.12

Each atom is followed by the atoms it is bonded to, with distances in Å.
Positions of all 18 atoms, in Å:
1 C -0.55825 1.10452 1.74117  C2 1.506, H5 1.092, H6 1.093, H7 1.095
2 C -0.80302 0.54254 0.36573  C1 1.506, C3 1.343, C11 1.768
3 C -2.04713 0.45451 -0.13282  C2 1.343, H8 1.088, H9 1.084
4 H 0.05776 -0.82644 0.32708  N10 1.205
5 H 0.47243 1.44235 1.87067  C1 1.092
6 H -1.20503 1.95195 1.98253  C1 1.093
7 H -0.69450 0.34005 2.51276  C1 1.095
8 H -2.92478 0.66634 0.47360  C3 1.088
9 H -2.25960 0.09284 -1.13210  C3 1.084
10 N 1.01314 -1.31004 -0.22614  H4 1.205, O12 1.408, O13 1.427
11 C 0.55152 0.75939 -0.75036  C2 1.768, O14 1.354, O15 1.202
12 O 2.38643 -1.22795 0.07250  N10 1.408, H16 0.972
13 O 0.78313 -2.18377 -1.33065  N10 1.427, H17 0.974
14 O 0.18437 0.64779 -2.04919  C11 1.354, H18 0.968
15 O 1.40626 1.52077 -0.38326  C11 1.202
16 H 2.52468 -1.88020 0.77990  O12 0.972
17 H 1.53620 -2.00402 -1.92190  O13 0.974
18 H -0.42361 -0.09066 -2.19952  O14 0.968

***

6.
Entry from the OMol25 dataset: the ion C4H9NOS with charge -2 (wB97M-V/def2-TZVPD).

Computed properties:
- ΔE to the lowest compared entry with this formula, charge and spin (kJ/mol) = 12.6
- E_HOMO (eV) = 0.23
- total charge = -2
- molar mass (Da) = 119.19

Each atom is followed by the atoms it is bonded to, with distances in Å.
Positions of all 16 atoms, in Å:
1 C -0.29925 -0.01635 1.22767  N2 1.473, C5 1.526, H8 1.097, H9 1.097
2 N -1.36834 -0.82311 0.61451  C1 1.473, C3 1.531, H10 1.020
3 C -1.65648 -2.07835 1.44312  N2 1.531, O4 1.321, H11 1.128, H12 1.126
4 O -1.15823 -3.18823 0.92904  C3 1.321
5 C 0.22623 1.11582 0.35052  C1 1.526, C6 1.534, H13 1.088, H14 1.094
6 C 0.92397 0.70284 -0.95225  C5 1.534, S7 1.836, H15 1.095, H16 1.093
7 S 1.67911 2.12643 -1.83272  C6 1.836
8 H -0.70618 0.44036 2.13888  C1 1.097
9 H 0.52629 -0.65340 1.56835  C1 1.097
10 H -0.89917 -1.26095 -0.17821  N2 1.020
11 H -1.27975 -1.81579 2.47392  C3 1.128
12 H -2.77645 -2.06283 1.56259  C3 1.126
13 H -0.57441 1.81753 0.12422  C5 1.088
14 H 0.94948 1.72213 0.90434  C5 1.094
15 H 1.63248 -0.09013 -0.69067  C6 1.095
16 H 0.18118 0.27925 -1.63279  C6 1.093